[1]
84
Properties=species:S:1:pos:R:3:lowdin_charge:R:1 method="wB97M-V/def2-TZVPD" lumo_energy_ha="-0.16620 / -0.16618" total_charge=+1
Bi -1.219 -1.072 -1.900 1.7421
C -0.361 3.748 2.024 -0.1953
C -1.583 3.039 1.870 -0.2152
C -0.804 2.646 3.997 -0.2258
C 0.123 3.502 3.338 -0.2042
C -1.851 2.352 3.085 -0.1716
C 0.308 4.600 1.018 -0.0370
H -0.105 4.424 0.020 0.0660
H 1.386 4.396 0.985 0.0860
H 0.184 5.668 1.248 0.0972
C 1.383 4.004 3.921 -0.0272
H 1.749 4.872 3.359 0.0816
H 2.176 3.236 3.904 0.0857
H 1.241 4.301 4.970 0.0873
C -0.661 2.132 5.375 -0.0457
H -0.187 2.882 6.021 0.0794
H -0.036 1.225 5.412 0.0696
H -1.641 1.880 5.799 0.0788
C -3.028 1.497 3.354 -0.0221
H -3.887 2.084 3.713 0.1039
H -2.798 0.747 4.120 0.0808
H -3.349 0.975 2.443 0.0723
C -2.442 3.031 0.667 -0.0570
H -3.222 3.809 0.719 0.0913
H -2.953 2.065 0.551 0.0616
H -1.855 3.220 -0.241 0.0574
C 0.684 -0.662 -2.937 -0.4287
C 0.513 0.563 -3.793 -0.4503
C -0.717 1.414 -3.604 -0.2593
C -1.940 0.746 -4.319 -0.1685
C -2.355 -0.585 -3.711 -0.3295
C -1.677 -1.870 -3.876 -0.3589
C -0.422 -2.088 -4.703 -0.1850
C 0.868 -1.890 -3.861 -0.2199
H -0.555 2.418 -4.033 0.0993
H -1.746 0.645 -5.400 0.1351
H -0.937 1.568 -2.532 0.0784
H 1.736 -1.738 -4.523 0.1017
H 1.494 -0.577 -2.197 0.0753
H 0.545 0.255 -4.849 0.0676
H 1.093 -2.793 -3.275 0.1029
H -0.424 -3.127 -5.070 0.1237
H -2.348 -2.734 -3.816 0.1156
H -0.418 -1.446 -5.598 0.1166
H -2.791 1.439 -4.227 0.1224
H -3.437 -0.679 -3.547 0.1147
P 2.219 1.807 -4.118 0.9098
P -1.088 -4.209 1.999 0.8679
C -0.450 -2.960 -0.495 -0.2818
C -1.312 -4.032 0.124 -0.4438
H 0.035 -2.308 0.247 -0.0042
H 0.296 -3.379 -1.184 0.0376
H -2.385 -3.853 -0.053 0.0636
H -1.053 -5.025 -0.291 0.0788
C -0.643 -5.988 2.137 -0.3111
H -0.180 -6.119 3.123 0.0355
H 0.094 -6.241 1.365 0.0369
H -1.524 -6.632 2.051 0.0377
C -2.859 -4.266 2.479 -0.3107
H -3.242 -5.291 2.491 0.0381
H -3.450 -3.645 1.799 0.0291
H -2.927 -3.838 3.486 0.0303
C 3.213 0.535 -4.998 -0.3439
H 4.103 1.063 -5.372 0.0415
H 2.661 0.089 -5.838 0.0411
H 3.523 -0.244 -4.290 0.0311
C 1.680 2.709 -5.621 -0.3385
H 0.958 3.482 -5.335 0.0266
H 1.249 2.045 -6.381 0.0450
H 2.589 3.191 -6.009 0.0448
Cl 3.086 -2.626 0.661 0.7113
C 2.891 -1.692 2.077 -0.6256
C 3.371 -2.157 3.290 -0.1040
C 3.146 -1.426 4.470 -0.0603
C 2.460 -0.200 4.414 -0.0775
C 1.973 0.275 3.209 -0.0228
C 2.160 -0.447 1.979 -0.3135
C 1.618 0.022 0.790 0.0442
H 3.919 -3.095 3.324 0.1071
H 3.503 -1.811 5.422 0.1089
H 2.312 0.382 5.326 0.1057
H 1.418 1.218 3.166 0.0906
H 0.931 0.869 0.831 0.0656
H 1.975 -0.328 -0.175 0.0157

=====

[2]
93
Properties=species:S:1:pos:R:3:lowdin_charge:R:1 method="wB97M-V/def2-TZVPD" lumo_energy_ha=0.09045 total_charge=-1
Ti 1.323 -0.738 0.479 0.6296
C -0.291 -4.991 -1.302 -0.1789
Si 0.796 -3.487 -1.699 0.3811
C 1.992 -3.921 -3.085 -0.1578
C -0.419 -2.269 -2.416 -0.1908
N 1.583 -2.844 -0.304 -0.1260
C 2.589 -3.566 0.268 -0.3164
C 2.987 -4.888 -0.061 -0.0604
C 4.017 -5.552 0.586 -0.1206
C 4.742 -4.954 1.606 -0.1307
C 4.411 -3.648 1.952 -0.0334
C 3.387 -3.022 1.292 -0.2103
F 3.120 -1.722 1.648 -0.0611
H -0.768 -5.344 -2.222 0.0211
H -1.090 -4.686 -0.619 0.0176
H 0.226 -5.836 -0.848 0.0116
H 1.451 -4.304 -3.956 0.0253
H 2.747 -4.656 -2.804 0.0155
H 2.526 -3.016 -3.386 0.0245
H -0.888 -2.717 -3.298 0.0354
H 0.062 -1.333 -2.702 0.0227
H -1.197 -2.035 -1.688 0.0020
H 2.476 -5.406 -0.859 0.0647
H 4.259 -6.562 0.274 0.0923
H 5.549 -5.471 2.106 0.0845
H 4.943 -3.097 2.717 0.1146
C -1.033 -4.006 4.625 -0.0589
C -0.464 -2.834 3.874 -0.2531
C -0.223 -1.600 4.503 -0.0332
C 0.314 -0.533 3.815 -0.0742
C 0.590 -0.694 2.454 -0.2996
Br 2.765 1.314 1.405 0.1119
N 0.348 -1.861 1.904 -0.0693
C -0.139 -2.926 2.536 -0.0573
H -0.964 -3.851 5.702 0.0695
H -0.500 -4.927 4.382 0.0782
H -2.086 -4.163 4.380 0.0773
H -0.446 -1.507 5.562 0.1068
H 0.538 0.400 4.318 0.0951
H -0.244 -3.841 1.961 0.1259
O 4.057 -0.593 -3.005 0.0074
C 3.377 -0.548 -2.019 -0.5257
N 2.715 -0.480 -1.042 -0.0293
N -0.092 0.079 -0.319 -0.2470
P -0.595 1.554 -0.472 0.6082
N -1.900 1.596 -1.511 -0.2044
C -2.294 2.885 -2.072 -0.2025
C -3.707 2.811 -2.650 -0.1855
C -4.593 1.984 -1.726 -0.1980
C -4.113 0.524 -1.709 -0.1764
C -2.609 0.435 -2.011 -0.2094
N 0.481 2.629 -1.102 -0.1942
C 0.750 3.999 -0.677 -0.2177
C 1.134 4.847 -1.882 -0.1859
C 2.443 4.338 -2.506 -0.1901
C 2.556 2.811 -2.377 -0.1756
C 1.178 2.178 -2.317 -0.2068
N -1.200 2.318 0.895 -0.1809
C -2.436 1.750 1.436 -0.2053
C -3.194 2.811 2.223 -0.1891
C -2.325 3.380 3.341 -0.2093
C -0.980 3.843 2.787 -0.1789
C -0.317 2.728 1.992 -0.2501
H -1.581 3.217 -2.838 0.1004
H -2.278 3.635 -1.273 0.1103
H -3.690 2.355 -3.645 0.1106
H -4.093 3.825 -2.776 0.1076
H -5.642 2.042 -2.026 0.1023
H -4.532 2.411 -0.720 0.0961
H -4.655 -0.060 -2.458 0.1055
H -4.331 0.068 -0.740 0.0992
H -2.450 0.337 -3.093 0.1212
H -2.166 -0.444 -1.557 0.0647
H 1.578 4.018 0.044 0.1007
H -0.134 4.406 -0.181 0.1005
H 1.228 5.891 -1.575 0.1061
H 0.322 4.805 -2.614 0.0984
H 3.294 4.812 -2.011 0.1041
H 2.485 4.639 -3.556 0.1003
H 3.078 2.530 -1.460 0.0844
H 3.120 2.381 -3.207 0.1129
H 1.264 1.095 -2.282 0.0765
H 0.593 2.445 -3.212 0.1133
H -2.197 0.898 2.091 0.1241
H -3.048 1.373 0.619 0.0834
H -4.113 2.379 2.629 0.1080
H -3.484 3.613 1.536 0.1079
H -2.146 2.593 4.084 0.1106
H -2.840 4.193 3.858 0.1020
H -0.315 4.152 3.598 0.1117
H -1.126 4.710 2.134 0.1074
H -0.119 1.869 2.643 0.0793
H 0.651 3.025 1.611 0.0216

=====

[3]
86
Properties=species:S:1:pos:R:3:mulliken_spin:R:1 method="wB97M-V/def2-TZVPD" lumo_energy_ha="-0.07724 / -0.25218" total_charge=+1 s2=2.006 spin_multiplicity=3
V -1.231 0.707 -2.225 -0.0523
C -2.456 1.800 -0.742 0.0263
C -3.284 0.925 -1.549 0.0152
C -2.112 -0.382 -0.005 0.0143
C -1.775 0.981 0.234 -0.0211
C -3.002 -0.434 -1.115 -0.0289
C -2.450 3.277 -0.833 -0.0096
H -2.613 3.625 -1.858 0.0002
H -1.486 3.669 -0.502 0.0009
H -3.235 3.721 -0.207 0.0002
C -1.111 1.475 1.460 0.1800
H -0.661 2.468 1.343 -0.0129
H -0.326 0.772 1.766 -0.0949
H -1.840 1.530 2.283 0.0049
C -1.783 -1.531 0.888 0.0492
H -2.546 -1.680 1.668 0.0022
H -0.830 -1.375 1.411 0.0078
H -1.738 -2.471 0.324 -0.0146
C -3.605 -1.676 -1.644 -0.0011
H -4.177 -1.492 -2.553 0.0000
H -4.282 -2.106 -0.897 -0.0002
H -2.828 -2.415 -1.866 0.0003
C -4.302 1.372 -2.541 0.0008
H -5.194 1.766 -2.025 0.0015
H -4.638 0.555 -3.195 0.0004
H -3.923 2.181 -3.186 0.0001
C 0.677 1.152 -2.369 0.0595
C -0.170 2.179 -3.012 0.0045
C -0.411 2.138 -4.490 -0.0022
C -1.268 0.949 -5.008 0.0043
C -1.840 0.042 -3.966 -0.0045
C -0.990 -0.968 -3.319 0.0200
C 0.470 -1.100 -3.668 0.0350
C 1.372 0.069 -3.173 0.0533
H 0.549 2.129 -5.033 0.0021
H -0.660 0.383 -5.734 -0.0003
H -0.881 3.083 -4.805 -0.0007
H 1.899 0.500 -4.041 -0.0014
H 1.224 1.469 -1.472 -0.0125
H -0.107 3.198 -2.608 -0.0012
H 2.172 -0.376 -2.555 -0.0094
H 0.861 -2.041 -3.237 -0.0037
H -1.468 -1.923 -3.067 -0.0080
H 0.590 -1.232 -4.761 -0.0028
H -2.104 1.364 -5.591 0.0002
H -2.881 -0.231 -4.154 0.0012
P 2.175 2.388 1.149 0.5663
C 2.570 3.367 2.664 0.0513
H 3.467 3.983 2.508 0.0257
H 2.735 2.661 3.488 -0.0065
H 1.713 4.007 2.909 -0.0012
C 3.702 1.367 1.195 0.0751
H 4.610 1.967 1.057 0.0250
H 3.635 0.588 0.425 -0.0060
H 3.704 0.880 2.190 -0.0128
C 2.570 3.654 -0.128 0.0735
H 2.457 3.205 -1.125 -0.0078
H 3.585 4.051 -0.003 0.0258
H 1.840 4.469 -0.027 -0.0059
P 1.558 -2.796 -0.005 0.5357
C 0.400 -3.986 -0.800 0.0984
H 0.935 -4.897 -1.093 0.0216
H -0.044 -3.520 -1.690 -0.0156
H -0.409 -4.238 -0.104 -0.0017
C 3.061 -3.145 -0.987 0.0741
H 2.873 -2.942 -2.048 -0.0088
H 3.350 -4.191 -0.846 0.0258
H 3.864 -2.481 -0.645 -0.0041
C 1.916 -3.652 1.570 0.0830
H 2.334 -4.644 1.364 0.0170
H 0.989 -3.729 2.157 -0.0031
H 2.625 -3.025 2.130 -0.0054
Br -0.134 1.804 5.011 -0.0003
C 0.174 0.012 5.560 0.0012
C -0.401 -0.494 6.729 0.0004
C -0.282 -1.858 7.035 0.0005
C 0.458 -2.703 6.197 0.0002
C 1.109 -2.181 5.079 0.0001
C 0.962 -0.829 4.756 0.0118
C 1.727 -0.283 3.560 -0.0143
O 2.714 0.434 3.855 0.0076
O 1.304 -0.618 2.411 0.1696
H -0.970 0.168 7.374 0.0001
H -0.753 -2.260 7.931 0.0000
H 0.535 -3.776 6.391 0.0000
H 1.741 -2.797 4.431 0.0015

=====

[4]
84
Properties=species:S:1:pos:R:3:mulliken_spin:R:1 method="wB97M-V/def2-TZVPD" lumo_energy_ha="0.00676 / -0.01206" s2=6.020 spin_multiplicity=5
Pd -1.393 2.171 4.052 1.0112
Cl -3.666 2.283 3.884 0.0268
P 0.180 -0.240 -0.745 -0.1583
C 0.002 1.611 -0.720 0.2455
H 0.919 2.000 -1.109 0.1556
H -0.096 1.823 0.353 -0.1152
C -0.447 -0.754 0.883 -0.1204
C 2.023 -0.292 -0.728 0.0383
C -0.288 -2.282 1.221 0.0489
H 0.260 -0.183 1.605 0.0226
C -0.528 -2.455 2.729 -0.0174
H -1.048 -2.836 0.647 0.0046
H 0.694 -2.684 0.906 -0.0003
C -1.870 -1.879 3.175 0.0657
H -0.462 -3.528 2.944 0.0003
H 0.299 -1.961 3.263 0.0047
C -2.096 -0.487 2.628 -0.0028
H -2.668 -2.547 2.808 0.0059
H -1.931 -1.877 4.261 -0.0064
C -1.868 -0.432 1.209 0.6841
H -3.094 -0.112 2.855 -0.0315
H -1.403 0.225 3.159 -0.0330
H -2.531 -0.987 0.619 0.1263
H -2.206 0.986 0.801 -0.1879
C -0.572 -1.199 -2.153 0.0231
C 2.578 0.115 -2.090 -0.0100
H 2.294 0.491 -0.004 -0.0143
C 4.112 0.253 -2.059 0.0007
H 2.294 -0.628 -2.849 0.0047
H 2.120 1.051 -2.427 0.0145
C 4.748 -1.040 -1.565 0.0004
H 4.472 0.522 -3.067 0.0002
H 4.355 1.074 -1.366 -0.0002
C 4.195 -1.520 -0.225 -0.0001
H 4.626 -1.820 -2.319 0.0000
H 5.820 -0.895 -1.482 -0.0001
C 2.674 -1.577 -0.208 0.0105
H 4.604 -2.510 0.027 0.0001
H 4.504 -0.809 0.555 0.0005
H 2.312 -2.439 -0.775 -0.0024
H 2.361 -1.758 0.820 0.0002
C -2.140 -1.358 -2.011 -0.0068
H -0.388 -0.507 -3.016 0.0116
C -2.701 -2.021 -3.259 -0.0006
H -2.303 -1.989 -1.120 0.0052
H -2.579 -0.359 -1.796 0.0626
C -2.032 -3.340 -3.590 0.0001
H -3.766 -2.115 -3.075 0.0002
H -2.603 -1.291 -4.066 -0.0008
C -0.540 -3.249 -3.636 0.0006
H -2.351 -4.069 -2.856 0.0003
H -2.426 -3.671 -4.538 0.0001
C 0.097 -2.558 -2.424 -0.0024
H -0.101 -4.232 -3.702 -0.0001
H -0.217 -2.707 -4.520 0.0001
H -0.016 -3.184 -1.522 0.0008
H 1.179 -2.422 -2.575 0.0001
C -3.382 1.368 0.242 1.1632
C -0.756 2.237 -1.672 0.6314
H -3.535 1.075 -0.867 -0.0059
C -1.130 3.648 -1.255 0.0385
H -1.553 1.689 -2.169 -0.0007
C -1.109 4.193 0.159 -0.0134
H -0.360 4.083 -1.870 0.0651
H -2.061 3.958 -1.696 -0.0037
C -2.026 3.494 1.261 0.0029
H -0.062 4.061 0.467 0.0088
H -1.363 5.278 0.156 -0.0060
C -3.242 2.740 0.634 0.0170
H -1.406 2.812 1.835 0.0427
H -2.358 4.247 2.002 -0.0054
H -3.980 2.623 1.452 0.0900
H -3.633 3.274 -0.230 0.0464
F 4.171 0.919 1.809 0.0009
C 2.833 1.138 2.243 -0.0085
C 2.268 0.212 3.133 0.0051
C 1.020 0.535 3.699 -0.0512
C 0.432 1.718 3.259 0.1052
C 0.984 2.664 2.433 -0.0055
C 2.221 2.334 1.841 0.0375
H 2.812 -0.690 3.407 -0.0027
H 0.560 -0.061 4.478 0.0013
H 0.541 3.642 2.317 -0.0126
H 2.725 3.001 1.125 -0.0063

=====

| no. | total energy (Ha) |
| --- | --- |
| 1 | -2567.6455 |
| 2 | -5823.7120 |
| 3 | -5561.3675 |
| 4 | -2239.5429 |